Entry 1:
Formula: C32H37ClN2RuSi2
Source: the OMol25 dataset
Level of theory: ωB97M-V/def2-TZVPD

Structure (XYZ):
```
75
Properties=species:S:1:pos:R:3
C -2.547 -1.362 4.267
C -3.173 -0.940 3.072
C -2.733 -1.783 1.992
H -3.916 -0.150 2.963
C -1.807 -2.770 2.578
C -1.666 -2.439 3.970
H -1.062 -3.011 4.677
H -2.759 -0.993 5.273
H -3.178 -1.849 1.005
H -1.490 -3.691 2.104
Ru -0.749 -1.062 2.029
Si 2.717 1.801 -0.161
C 1.646 3.318 -0.397
C 1.573 3.854 -1.688
H 2.293 3.536 -2.443
C 0.557 4.755 -2.014
H 0.486 5.141 -3.033
C -0.384 5.133 -1.053
H -1.204 5.804 -1.319
C -0.265 4.658 0.257
H -0.980 4.962 1.022
C 0.781 3.789 0.597
H 0.905 3.475 1.637
C 1.471 0.399 -0.197
C 0.034 0.618 0.184
H -0.414 1.484 -0.336
C -0.883 -0.617 0.041
H -1.936 -0.495 -0.208
C -0.237 -2.036 0.379
H -0.834 -2.945 0.265
C 1.180 -2.073 -0.002
H 1.679 -3.039 -0.022
C 1.787 -0.924 -0.611
H 2.699 -1.075 -1.203
H -0.002 0.897 1.268
Si 0.018 -1.299 -1.350
C -0.002 -2.625 -2.721
C -1.050 -2.673 -3.642
H -1.920 -2.028 -3.508
C -0.969 -3.507 -4.760
H -1.780 -3.521 -5.487
C 0.164 -4.312 -4.952
H 0.240 -4.949 -5.837
C 1.195 -4.295 -4.007
H 2.073 -4.924 -4.143
C 1.106 -3.464 -2.885
H 1.923 -3.465 -2.160
C -0.440 0.139 -2.609
C -1.739 0.653 -2.637
H -2.540 0.189 -2.050
C -2.032 1.780 -3.413
H -3.047 2.184 -3.408
C -1.026 2.373 -4.182
H -1.238 3.275 -4.757
C 0.258 1.817 -4.200
H 1.041 2.265 -4.813
C 0.548 0.691 -3.419
H 1.558 0.268 -3.440
H 3.843 1.902 -1.001
Cl 3.534 1.796 1.772
N -0.711 0.772 3.393
C 0.598 1.347 3.816
C 1.319 0.402 4.771
C 1.423 -1.058 4.349
N 1.297 -1.251 2.866
H -1.256 0.580 4.235
H -1.259 1.480 2.897
H 1.206 1.565 2.928
H 0.391 2.306 4.310
H 2.327 0.803 4.944
H 0.815 0.432 5.748
H 2.389 -1.481 4.659
H 0.633 -1.657 4.816
H 1.552 -2.211 2.623
H 1.974 -0.669 2.361
```

Output
ΔE to the lowest compared entry with this formula, charge and spin = 113.2 kcal/mol
total energy = -67603.9410 eV
HOMO (spin up / spin down) = -12.49 / -13.71 eV
HOMO-LUMO gap (spin up / spin down) = 0.19791 / 0.21506 Eh
2S+1 = 5
total charge = +2
<S²> = 6.042

Entry 2:
Formula: C32H37ClN2Si2Sn
Source: the OMol25 dataset
Level of theory: ωB97M-V/def2-TZVPD

Structure (XYZ):
```
75
Properties=species:S:1:pos:R:3
C 3.944 1.709 3.555
C 3.651 0.393 3.961
C 3.957 -0.492 2.867
H 3.355 0.090 4.966
C 4.448 0.334 1.776
C 4.429 1.677 2.221
H 4.848 2.531 1.686
H 3.907 2.597 4.191
H 4.079 -1.573 2.951
H 4.903 -0.024 0.852
Sn 1.778 0.039 1.798
Si 0.072 -1.921 -0.908
C -1.781 -2.319 -0.791
C -2.626 -1.923 -1.841
H -2.237 -1.324 -2.669
C -3.969 -2.303 -1.863
H -4.611 -1.959 -2.679
C -4.481 -3.112 -0.851
H -5.531 -3.411 -0.866
C -3.645 -3.539 0.188
H -4.049 -4.174 0.982
C -2.303 -3.143 0.216
H -1.650 -3.494 1.020
C 0.359 -2.662 -2.628
C -0.028 -3.992 -2.888
H -0.329 -4.644 -2.059
C -0.085 -4.469 -4.206
H -0.444 -5.481 -4.403
C 0.297 -3.659 -5.282
H 0.246 -4.029 -6.310
C 0.759 -2.366 -5.013
H 1.078 -1.721 -5.828
C 0.805 -1.881 -3.701
H 1.173 -0.869 -3.512
H 0.837 -2.653 0.116
Si -1.977 1.693 -1.160
C -0.350 1.025 -1.790
C 0.414 -0.010 -1.008
H 0.059 0.151 0.058
C 1.883 0.024 -1.195
H 2.513 -0.734 -0.696
C 2.467 0.999 -1.975
H 3.542 1.214 -1.884
C 1.699 1.748 -2.884
H 2.182 2.317 -3.674
C 0.313 1.810 -2.728
H -0.252 2.550 -3.303
C -2.593 0.725 0.334
C -1.942 0.465 1.553
H -0.920 0.828 1.747
C -2.578 -0.244 2.579
H -2.059 -0.430 3.530
C -3.895 -0.684 2.413
H -4.406 -1.217 3.216
C -4.561 -0.411 1.211
H -5.571 -0.793 1.045
C -3.936 0.335 0.213
H -4.487 0.610 -0.686
H -2.971 1.847 -2.165
Cl -1.585 3.572 -0.380
N 1.905 2.361 0.692
C 2.118 3.718 1.288
C 1.427 3.923 2.620
C 0.167 3.107 2.860
N 0.456 1.784 3.436
H 1.052 2.349 0.115
H 2.656 2.181 0.016
H 3.198 3.860 1.411
H 1.751 4.462 0.557
H 2.160 3.762 3.419
H 1.154 4.985 2.664
H -0.477 3.680 3.544
H -0.408 2.986 1.937
H 1.093 1.879 4.232
H -0.398 1.344 3.790
```

Output
ΔE to the lowest compared entry with this formula, charge and spin = 0.0 kcal/mol
total energy = -70871.6769 eV
HOMO (spin up / spin down) = -5.29 / -5.29 eV
HOMO-LUMO gap (spin up / spin down) = 0.18718 / 0.18728 Eh

Entry 3:
Formula: C32H37ClN5OV
Source: the OMol25 dataset
Level of theory: ωB97M-V/def2-TZVPD

Structure (XYZ):
```
77
Properties=species:S:1:pos:R:3
V 0.174 0.230 0.186
C 0.116 -4.436 -2.338
C -1.070 -3.472 -2.492
C -0.633 -2.191 -3.206
C -1.860 -3.226 -1.215
C -3.045 -3.947 -1.106
C -3.940 -3.737 -0.077
C -3.670 -2.766 0.864
C -2.481 -2.053 0.826
C -2.220 -1.053 1.925
C -1.955 -1.790 3.239
C -3.386 -0.070 2.056
C -1.547 -2.301 -0.196
N -0.306 -1.637 -0.190
C 0.781 -2.358 -0.129
C 1.996 -1.700 -0.334
C 3.322 -2.127 -0.502
C 4.054 -0.992 -0.800
C 3.165 0.096 -0.786
N 1.924 -0.336 -0.518
C 3.489 1.550 -0.995
C 3.267 2.275 0.341
C 2.529 2.093 -2.053
C 4.936 1.751 -1.451
H 0.294 -4.959 -3.276
H -0.081 -5.186 -1.575
H 1.024 -3.897 -2.082
H -1.784 -3.961 -3.165
H 0.131 -1.640 -2.657
H -1.490 -1.538 -3.363
H -0.228 -2.451 -4.182
H -3.280 -4.688 -1.856
H -4.856 -4.304 -0.024
H -4.387 -2.578 1.648
H -1.321 -0.474 1.665
H -2.829 -2.375 3.522
H -1.737 -1.084 4.039
H -1.108 -2.465 3.132
H -4.249 -0.544 2.517
H -3.693 0.293 1.076
H -3.096 0.776 2.674
H 0.743 -3.431 0.048
H 3.671 -3.139 -0.419
H 5.103 -0.941 -1.012
H 2.231 2.142 0.661
H 3.470 3.340 0.243
H 3.927 1.860 1.102
H 1.506 1.885 -1.741
H 2.714 1.603 -3.005
H 2.652 3.165 -2.174
H 5.635 1.424 -0.686
H 5.115 2.806 -1.648
H 5.133 1.196 -2.365
Cl -0.700 7.020 -0.292
C -0.908 5.326 -0.597
C -1.596 4.539 0.316
C -1.731 3.186 0.080
C -1.151 2.571 -1.038
C -1.150 1.113 -1.175
C -0.543 3.408 -1.982
C -0.414 4.767 -1.765
H -2.020 4.985 1.203
H -2.276 2.575 0.789
H -0.918 0.810 -2.200
H -2.108 0.684 -0.864
H -0.159 2.988 -2.901
H 0.077 5.388 -2.499
N -0.496 2.677 3.255
C 0.104 1.560 2.761
O 0.181 1.403 1.498
C 0.583 0.575 3.640
C 0.520 0.732 5.024
N 0.449 0.889 6.162
C 1.089 -0.587 3.056
N 1.458 -1.533 2.509
H -0.474 2.838 4.247
H -0.671 3.448 2.632
```

Output
total energy = -81493.8786 eV
HOMO (spin up / spin down) = -8.02 / -8.07 eV
HOMO-LUMO gap (spin up / spin down) = 0.27317 / 0.28164 Eh
2S+1 = 3
<S²> = 2.021

Entry 4:
Formula: C32H37GeMnN9O5STe
Source: the OMol25 dataset
Level of theory: ωB97M-V/def2-TZVPD

Structure (XYZ):
```
87
Properties=species:S:1:pos:R:3
Mn -0.178 -0.838 0.282
N -1.218 -3.091 1.208
N -2.395 -3.674 0.692
C -2.604 -3.726 -0.635
N -3.778 -4.120 -1.092
N -1.520 -3.374 -1.357
N -1.667 -3.018 -2.622
O -0.658 -2.394 -3.088
O -2.651 -3.180 -3.307
H -0.519 -3.818 1.335
H -1.428 -2.695 2.121
H -3.062 -4.073 1.334
H -4.556 -4.290 -0.476
H -3.920 -4.159 -2.091
C 1.369 -3.608 4.346
C 1.698 -2.202 4.825
C 2.222 -1.282 3.709
C 2.543 0.126 4.280
C 3.319 1.033 3.333
C 3.530 -1.846 3.175
O 4.447 -2.150 3.880
N 3.642 -2.000 1.782
C 2.671 -1.707 0.890
O 2.883 -1.964 -0.327
N 1.501 -1.184 1.300
C 1.169 -1.133 2.634
O -0.020 -0.949 2.876
H 1.024 -4.227 5.172
H 2.242 -4.105 3.917
H 0.572 -3.600 3.596
H 2.464 -2.239 5.599
H 0.816 -1.725 5.255
H 3.126 -0.037 5.187
H 1.594 0.573 4.582
H 4.335 0.666 3.179
H 3.403 2.036 3.749
H 2.846 1.125 2.351
H 4.504 -2.402 1.434
Ge -2.160 1.146 -2.425
C -3.302 2.522 -1.748
C -2.769 3.643 -1.112
C -3.612 4.602 -0.569
C -4.988 4.448 -0.663
C -5.527 3.338 -1.301
C -4.687 2.376 -1.839
C -0.308 1.615 -2.636
C 0.226 1.654 -3.923
C 1.477 2.212 -4.150
C 2.210 2.721 -3.091
C 1.710 2.650 -1.798
C 0.454 2.107 -1.571
H -2.751 0.337 -3.578
H -1.695 3.785 -1.055
H -3.197 5.479 -0.089
H -5.645 5.203 -0.252
H -6.600 3.225 -1.382
H -5.118 1.510 -2.328
H -0.340 1.273 -4.766
H 1.871 2.260 -5.156
H 3.175 3.175 -3.273
H 2.286 3.047 -0.972
H 0.051 2.114 -0.565
C 0.030 2.308 2.710
C -1.290 1.850 2.195
C -2.494 2.330 2.700
C -3.668 1.878 2.130
N -3.684 1.019 1.102
C -2.505 0.654 0.674
S -2.322 -0.467 -0.698
N -1.306 0.991 1.166
H 0.036 2.349 3.798
H 0.232 3.318 2.343
H 0.824 1.652 2.362
H -2.506 3.032 3.521
H -4.633 2.205 2.498
Te 1.092 -2.256 -1.601
C 2.131 -1.280 -3.152
C 1.865 -1.662 -4.462
C 2.663 -1.164 -5.481
C 3.733 -0.329 -5.190
C 3.992 0.032 -3.878
C 3.183 -0.429 -2.848
H 1.062 -2.343 -4.705
H 2.462 -1.457 -6.503
H 4.369 0.032 -5.987
H 4.829 0.679 -3.647
H 3.398 -0.137 -1.831
```

Output
ΔE to the lowest compared entry with this formula, charge and spin = 0.0 kcal/mol
total energy = -163383.3903 eV
HOMO (spin up / spin down) = -13.76 / -13.76 eV
HOMO-LUMO gap (spin up / spin down) = 0.29328 / 0.29370 Eh
2S+1 = 4
total charge = +2
<S²> = 3.784

Entry 5:
Formula: C32H37NO18S
Source: the OMol25 dataset
Level of theory: ωB97M-V/def2-TZVPD

Structure (XYZ):
```
89
Properties=species:S:1:pos:R:3
C -2.376 3.035 3.473
C -1.581 1.746 3.170
C -2.427 0.536 2.843
C -3.637 0.289 3.501
C -4.406 -0.826 3.207
C -4.001 -1.728 2.233
C -2.802 -1.496 1.571
C -2.017 -0.378 1.868
N -0.778 -0.179 1.166
C -0.956 -0.264 -0.260
C -0.478 0.736 -1.097
C -0.631 0.612 -2.473
C -1.247 -0.505 -3.013
C -1.742 -1.503 -2.188
C -1.601 -1.372 -0.809
S -2.219 -2.592 0.310
H -2.227 3.364 4.500
H -3.443 2.894 3.304
H -2.065 3.832 2.799
H -0.888 1.510 3.980
H -0.958 1.926 2.295
H -3.973 0.990 4.255
H -5.346 -1.001 3.717
H -4.612 -2.585 1.979
H -0.136 -0.929 1.426
H 0.010 1.599 -0.662
H -0.258 1.399 -3.112
H -1.355 -0.612 -4.085
H -2.223 -2.390 -2.584
C 2.491 -2.862 -1.520
C 1.278 -3.362 -2.272
O 1.867 -4.023 -3.402
C 3.134 -4.382 -3.064
O 3.824 -5.086 -3.730
O 3.488 -3.832 -1.888
H 2.325 -2.849 -0.446
H 2.822 -1.877 -1.848
H 0.704 -4.089 -1.692
H 0.622 -2.560 -2.600
C 1.245 4.367 -5.734
C 0.969 5.632 -4.947
O 0.551 5.114 -3.679
C 1.062 3.869 -3.536
O 1.034 3.237 -2.531
O 1.603 3.441 -4.701
H 2.057 4.466 -6.449
H 0.355 3.994 -6.246
H 1.867 6.234 -4.801
H 0.190 6.255 -5.377
C 2.591 -1.820 -6.036
C 1.450 -0.868 -5.724
O 1.737 -0.482 -4.378
C 3.066 -0.649 -4.163
O 3.646 -0.264 -3.202
O 3.632 -1.322 -5.190
H 2.910 -1.793 -7.074
H 2.367 -2.848 -5.749
H 1.458 0.023 -6.354
H 0.471 -1.340 -5.776
C 0.245 -3.858 4.719
C 0.383 -2.352 4.785
O 1.414 -2.104 3.819
C 1.428 -3.132 2.940
O 2.040 -3.133 1.920
O 0.642 -4.140 3.370
H -0.769 -4.206 4.896
H 0.923 -4.367 5.404
H -0.525 -1.833 4.469
H 0.683 -1.991 5.765
C -1.408 8.653 -2.779
C -1.164 10.150 -2.723
O -0.208 10.338 -3.773
C -0.331 9.320 -4.652
O 0.206 9.260 -5.710
O -1.149 8.362 -4.157
H -2.423 8.365 -2.520
H -0.705 8.090 -2.164
H -2.059 10.728 -2.956
H -0.750 10.489 -1.778
C 0.355 -7.573 7.749
C 0.823 -7.486 9.189
O 1.484 -6.217 9.214
C 0.989 -5.454 8.216
O 1.216 -4.298 8.068
O 0.196 -6.192 7.401
H -0.588 -8.099 7.629
H 1.103 -8.015 7.090
H -0.007 -7.462 9.896
H 1.515 -8.274 9.471
```

Output
ΔE to the lowest compared entry with this formula, charge and spin = 0.0 kcal/mol
SMILES = CCc1cccc2c1Nc1ccccc1S2.O=C1OCCO1.O=C1OCCO1.O=C1OCCO1.O=C1OCCO1.O=C1OCCO1.O=C1OCCO1
total energy = -82965.5316 eV
HOMO = -8.10 eV
HOMO-LUMO gap = 0.31453 Eh

Entry 6:
Formula: C32H37Zr
Source: the OMol25 dataset
Level of theory: ωB97M-V/def2-TZVPD

Structure (XYZ):
```
70
Properties=species:S:1:pos:R:3
C 1.913 -3.268 -0.231
C 3.109 -2.340 -0.040
C 4.415 -3.130 -0.026
C 3.131 -1.234 -1.080
C 4.282 -0.433 -1.400
C 3.833 0.703 -2.149
C 2.403 0.639 -2.252
C 1.963 -0.557 -1.589
Zr 2.889 0.802 0.285
C 0.728 2.349 0.341
C 4.565 2.194 0.583
C 3.461 0.188 2.736
C 2.033 0.121 2.612
C 1.716 -0.908 1.662
C 2.958 -1.481 1.202
C 4.035 -0.778 1.847
H 0.959 -2.738 -0.245
H 2.016 -3.812 -1.178
H 1.885 -4.004 0.580
H 5.296 -2.501 0.111
H 4.391 -3.867 0.785
H 4.528 -3.674 -0.971
H 5.314 -0.716 -1.206
H 4.477 1.459 -2.593
H 1.761 1.327 -2.800
H 0.947 -0.943 -1.558
H 0.862 3.001 1.210
H 0.772 2.855 -0.627
H -0.105 1.648 0.435
H 4.359 2.898 1.408
H 5.502 1.680 0.844
H 4.777 2.805 -0.308
H 4.017 0.831 3.415
H 1.306 0.701 3.178
H 0.723 -1.265 1.400
H 5.089 -1.028 1.751
C -4.735 2.493 -4.278
C -3.949 2.926 -3.083
C -2.607 3.319 -3.205
C -1.862 3.695 -2.095
C -2.420 3.661 -0.786
C -1.631 3.998 0.371
C -2.241 4.222 1.605
C -1.645 4.665 2.782
C -2.330 4.747 4.040
C -1.650 5.217 5.202
C -2.280 5.268 6.438
C -3.614 4.860 6.581
C -4.280 4.896 7.924
C -4.309 4.413 5.449
C -3.690 4.350 4.209
C -3.805 3.316 -0.689
C -4.539 2.964 -1.810
H -5.755 2.221 -3.988
H -4.790 3.289 -5.032
H -4.269 1.624 -4.759
H -2.152 3.309 -4.199
H -0.827 4.009 -2.216
H -0.576 4.272 0.231
H -3.323 4.116 1.651
H -0.591 4.957 2.760
H -0.614 5.544 5.102
H -1.743 5.624 7.319
H -5.313 4.543 7.848
H -3.750 4.261 8.645
H -4.290 5.914 8.335
H -5.352 4.106 5.556
H -4.258 3.988 3.349
H -4.306 3.304 0.279
H -5.593 2.688 -1.712
```

Output
total energy = -35064.2308 eV
HOMO = -1.71 eV
HOMO-LUMO gap = 0.14109 Eh
total charge = -1